{
  "formula": "C4H6O",
  "method": "ωB97M-V with the def2-TZVPD basis set",
  "symbols": ["C", "C", "C", "C", "O", "H", "H", "H", "H", "H", "H"],
  "coordinates": [[0.31071, -0.37290, -0.42920], [1.19474, 0.32303, 0.54434], [0.31714, -0.75481, 1.06183], [-1.15897, 0.52198, -0.96297], [1.72922, -0.92368, 1.05782], [0.70872, -1.10868, -1.12337], [1.46465, 1.42338, 0.69544], [-0.22321, -0.97846, 1.90403], [-1.22353, 1.24075, -0.18466], [-2.05497, -0.22052, -0.64817], [-1.06448, 0.84990, -1.91510]],
  "atomic_forces_ev_per_a": [[-3.93, 1.35, -0.60], [-1.00, 0.16, 0.31], [2.15, 2.06, -3.36], [1.13, -5.50, 5.55], [1.43, 0.31, 0.47], [0.06, 0.15, -0.02], [-0.25, -2.17, 0.28], [-1.50, -0.12, 1.56], [-0.04, 1.26, 0.20], [1.99, 1.61, -1.58], [-0.04, 0.90, -2.81]],
  "nbo_charge": [-0.20, 0.00, 0.01, -0.60, -0.49, 0.21, 0.23, 0.22, 0.20, 0.21, 0.21],
  "de_lowest_kcal_mol": 94.1,
  "smiles": "C[C@@H]1[C@H]2O[C@@H]12",
  "e_tot_ev": -6287.8383,
  "total_charge": 0,
  "gap_ev": 9.92
}

---

{
  "formula": "C12H16Br22NO4S2",
  "method": "ωB97M-V with the def2-TZVPD basis set",
  "symbols": ["C", "C", "S", "O", "O", "N", "S", "O", "O", "C", "Br", "C", "C", "H", "H", "H", "H", "H", "H", "H", "H", "H", "C", "Br", "Br", "Br", "H", "C", "Br", "Br", "Br", "H", "C", "Br", "Br", "Br", "H", "C", "Br", "Br", "Br", "H", "C", "Br", "Br", "Br", "H", "C", "Br", "Br", "Br", "H", "C", "Br", "Br", "Br", "H"],
  "coordinates": [[2.05145, -3.37396, 1.63391], [2.25793, -3.03292, 0.18286], [0.87009, -2.48742, -0.94956], [1.20431, -3.09402, -2.36852], [-0.42642, -3.19185, -0.48410], [0.73455, -0.76407, -1.18658], [0.42015, 0.09625, 0.29885], [0.61410, 1.62609, -0.03952], [1.40327, -0.20359, 1.45594], [-1.33955, -0.05671, 0.94403], [-2.74651, 0.06986, -0.51424], [-1.53443, -1.35078, 1.93282], [-2.82263, -2.30372, 1.58477], [1.24593, -4.16525, 1.99492], [2.70242, -2.76102, 2.40340], [3.35981, -3.13671, -0.25573], [-1.52206, 0.91025, 1.62013], [-1.58286, -1.02240, 3.07390], [-0.55789, -2.01841, 1.84340], [-2.84393, -3.29123, 2.25425], [-2.83483, -2.70387, 0.46019], [-3.87446, -1.75466, 1.71556], [2.73454, 3.38194, -2.07598], [3.45824, 4.77103, -0.92224], [1.96931, 4.12001, -3.70509], [4.04878, 1.99889, -2.45551], [1.91682, 2.90386, -1.52662], [5.55034, -4.97841, 2.69069], [7.25371, -4.12644, 3.08702], [4.60656, -5.49779, 4.31052], [4.44366, -3.87813, 1.52934], [5.77342, -5.89905, 2.14143], [-2.21073, 5.77264, -3.69090], [-4.01251, 6.32052, -3.20324], [-1.32173, 4.83293, -2.23799], [-2.18926, 4.74144, -5.34021], [-1.63809, 6.68702, -3.87804], [2.45491, 8.68812, 0.34929], [3.61879, 9.16671, -1.13419], [1.80384, 10.25884, 1.29442], [0.99899, 7.52930, -0.21773], [3.06092, 8.11594, 1.05949], [-3.96519, -4.77227, -2.41687], [-4.70364, -3.13209, -1.67599], [-2.05089, -4.62700, -2.73103], [-4.40410, -6.32139, -1.32525], [-4.43873, -4.92406, -3.39244], [2.04004, -2.61958, 6.28748], [0.44790, -2.93264, 5.21440], [3.43449, -1.72342, 5.26928], [1.62694, -1.67434, 7.93670], [2.43243, -3.60162, 6.57149], [-5.43991, 1.98756, -4.70341], [-7.24169, 2.53544, -4.21576], [-4.55091, 1.04785, -3.25050], [-5.41844, 0.95636, -6.35273], [-4.86727, 2.90194, -4.89055]],
  "atomic_forces_ev_per_a": [[-1.18, 1.68, -2.62], [-0.14, -0.54, 2.98], [-2.33, -4.24, -4.18], [-0.26, 2.72, 4.43], [3.55, 2.68, 0.14], [-0.24, -1.61, 3.43], [4.60, 4.00, 0.25], [-1.47, -4.77, 0.27], [-3.53, -0.25, -2.93], [-1.09, 0.29, 2.33], [1.40, -0.03, 1.04], [0.30, -1.33, 0.06], [-0.79, -0.63, -0.54], [1.01, 2.56, -0.79], [-1.99, -1.90, -1.48], [-2.78, 1.60, 0.47], [0.73, -1.98, -1.90], [0.03, -0.34, -2.56], [-2.08, 1.39, 0.09], [0.23, 2.30, -1.22], [0.46, 1.08, 2.57], [2.40, -1.03, -0.07], [-0.17, -0.29, 0.12], [-0.04, -0.32, -0.33], [0.39, -0.13, 0.25], [-0.36, 0.45, 0.08], [0.26, 0.03, -0.09], [0.23, 0.00, -0.45], [-0.30, -0.18, 0.04], [0.16, 0.12, -0.28], [3.37, -1.76, 0.74], [-0.10, 0.39, 0.32], [0.32, 0.16, 0.18], [0.35, -0.19, -0.14], [-0.47, 0.19, -0.35], [-0.06, 0.16, 0.40], [-0.29, -0.42, 0.05], [0.03, -0.28, 0.08], [-0.32, -0.10, 0.34], [0.14, -0.32, -0.24], [0.31, 0.45, 0.12], [-0.27, 0.28, -0.32], [0.26, 0.03, -0.52], [0.13, -0.41, -0.18], [-0.66, 0.02, 0.19], [0.05, 0.30, -0.14], [0.13, 0.06, 0.52], [0.12, -0.24, -0.08], [0.42, 0.15, 0.24], [-0.42, -0.17, 0.24], [0.08, -0.18, -0.39], [-0.18, 0.46, -0.12], [0.25, 0.11, 0.12], [0.36, -0.15, -0.13], [-0.28, 0.29, -0.52], [-0.05, 0.22, 0.39], [-0.25, -0.39, 0.08]],
  "nbo_charge": [-0.37, -0.54, 2.04, -0.94, -0.96, -0.98, 2.03, -0.97, -0.93, -0.46, 0.01, -0.46, -0.65, 0.24, 0.24, 0.23, 0.27, 0.22, 0.26, 0.21, 0.26, 0.20, -0.48, 0.05, 0.06, 0.09, 0.27, -0.49, 0.06, 0.06, 0.20, 0.23, -0.49, 0.07, 0.12, 0.08, 0.23, -0.49, 0.08, 0.07, 0.11, 0.23, -0.50, 0.08, 0.15, 0.05, 0.22, -0.49, 0.10, 0.10, 0.07, 0.22, -0.49, 0.07, 0.11, 0.07, 0.23],
  "e_tot_ev": -1584979.4910,
  "total_charge": -1,
  "gap_ev": 7.06
}

---

{
  "formula": "C3H6NO2S",
  "method": "ωB97M-V with the def2-TZVPD basis set",
  "symbols": ["C", "C", "C", "N", "O", "O", "S", "H", "H", "H", "H", "H", "H"],
  "coordinates": [[-0.11086, -0.20051, 2.28432], [-0.88385, -0.08554, 1.01926], [1.00877, -0.69874, -0.33762], [-0.09851, 0.38249, -0.16175], [-0.56247, -0.12405, 3.37611], [2.07169, -0.46211, -1.16083], [1.46064, -0.98372, 1.90562], [-1.21947, -1.03902, 0.69089], [-1.76234, 0.47948, 1.27080], [0.30239, -1.57320, -0.48742], [-0.50623, 0.37293, -1.10412], [0.28267, 1.29451, 0.00238], [2.90771, -0.17214, -0.79060]],
  "atomic_forces_ev_per_a": [[1.74, -1.99, -0.17], [-1.48, 0.90, -0.92], [0.82, -0.95, 3.40], [1.65, -0.37, -0.11], [-0.32, 0.69, 0.07], [-2.81, -0.63, 0.26], [-0.24, 0.88, -2.93], [-0.45, -1.13, 0.31], [-0.42, 0.76, -0.57], [1.86, 0.47, -0.62], [-0.90, 0.29, 0.49], [0.48, 0.86, 0.06], [0.07, 0.22, 0.73]],
  "nbo_charge": [0.38, -0.34, 0.28, -0.55, -0.43, -0.67, 0.15, 0.25, 0.28, 0.21, 0.46, 0.44, 0.54],
  "de_lowest_kcal_mol": 49.8,
  "e_tot_ev": -19619.1891,
  "total_charge": 1,
  "gap_ev": 9.40
}

---

{
  "formula": "C4H3NOS",
  "method": "ωB97M-V with the def2-TZVPD basis set",
  "symbols": ["C", "C", "C", "C", "N", "O", "S", "H", "H", "H"],
  "coordinates": [[1.44894, -0.66539, -0.51896], [1.50403, 0.75466, -0.34740], [0.25698, -1.11195, -0.87883], [-2.04647, 0.22689, 2.28070], [-2.45372, 0.14162, 1.18968], [-0.81219, -1.44806, -0.90448], [0.16886, 1.69847, -0.22761], [2.23069, -1.44761, -0.50482], [2.36134, 1.45190, -0.38879], [-2.65847, 0.39948, 0.30052]],
  "atomic_forces_ev_per_a": [[1.77, -0.49, -0.62], [-0.32, 1.68, -0.32], [1.35, 0.68, 1.73], [-0.22, -0.27, -0.27], [0.76, -0.35, 3.21], [-2.72, -1.17, -1.11], [-0.24, -0.03, -0.08], [-0.17, 0.98, -0.01], [0.42, -1.60, 0.26], [-0.63, 0.57, -2.80]],
  "nbo_charge": [-0.61, -0.28, 0.82, 0.29, -0.73, -0.38, -0.07, 0.28, 0.24, 0.43],
  "de_lowest_kcal_mol": 53.2,
  "e_tot_ev": -18565.9449,
  "total_charge": 0,
  "gap_ev": 8.29
}

---

{
  "formula": "C12H18NP",
  "method": "ωB97M-V with the def2-TZVPD basis set",
  "symbols": ["C", "C", "C", "C", "C", "C", "C", "C", "C", "C", "C", "C", "N", "P", "H", "H", "H", "H", "H", "H", "H", "H", "H", "H", "H", "H", "H", "H", "H", "H", "H", "H"],
  "coordinates": [[4.04185, 1.20724, -0.01384], [3.01723, 1.30565, 0.88121], [4.10215, 0.03997, -0.81183], [1.87700, 0.44406, 0.73906], [2.99266, -0.77062, -0.97966], [1.85024, -0.52985, -0.22074], [-0.19829, -3.56663, 1.00388], [0.13437, -2.26310, 0.98755], [-3.44186, -0.41739, -1.14761], [-1.87376, 2.60965, 0.14977], [-2.65573, -0.37422, 0.20641], [-1.08283, 1.41138, -0.48209], [-1.37965, 0.24261, 0.37968], [0.13897, -1.28960, -0.65540], [4.80627, 1.99420, -0.03582], [3.03675, 2.09849, 1.61920], [4.97736, -0.11820, -1.47406], [0.97192, 0.66768, 1.37992], [3.18397, -1.57535, -1.64155], [-0.24195, -4.15143, 1.87740], [-0.57681, -4.03946, 0.10983], [0.64943, -1.70710, 1.78636], [-4.37076, -0.90703, -0.84863], [-3.65367, 0.59139, -1.45261], [-2.90083, -0.95478, -1.86575], [-2.92548, 2.52612, 0.01632], [-1.67050, 2.56521, 1.09702], [-1.49884, 3.49811, -0.33619], [-3.48269, 0.21627, 0.76222], [-2.61443, -1.34529, 0.66482], [-1.15425, 1.07370, -1.49018], [-0.05783, 1.51830, -0.20468]],
  "atomic_forces_ev_per_a": [[0.89, -0.83, -0.11], [-1.65, -0.46, -0.06], [0.45, 1.27, -0.92], [0.26, 1.86, 1.68], [1.17, 0.60, 0.74], [-2.01, -0.26, -0.89], [-0.28, 1.84, -0.66], [0.49, -0.42, -1.59], [0.54, 0.09, 2.11], [0.28, -0.87, -6.53], [-2.44, 1.32, -0.02], [-0.99, -0.67, 2.80], [2.33, -1.78, -1.68], [-0.44, 0.65, 3.42], [-0.08, -0.64, 0.01], [-0.29, 0.00, -0.03], [-0.60, 0.04, 0.59], [1.10, -0.50, -0.80], [-0.71, -0.81, -0.65], [0.31, -0.61, 1.08], [-0.05, -0.02, -0.16], [-0.70, -0.48, -0.04], [-0.03, -0.08, -0.55], [-0.10, 0.36, -0.43], [0.49, -0.80, -1.41], [-0.92, -0.03, -0.29], [1.26, 0.11, 5.52], [-0.12, 0.58, 0.16], [1.62, -0.60, 0.27], [-0.09, -0.57, 0.20], [-0.51, 0.82, -1.18], [0.84, 0.89, -0.58]],
  "nbo_charge": [-0.21, -0.21, -0.20, -0.24, -0.23, -0.31, -0.38, -0.47, -0.63, -0.60, -0.25, -0.26, -0.51, 0.77, 0.22, 0.22, 0.21, 0.24, 0.22, 0.20, 0.19, 0.22, 0.21, 0.20, 0.20, 0.20, 0.20, 0.21, 0.18, 0.20, 0.18, 0.20],
  "de_lowest_kcal_mol": 39.8,
  "e_tot_ev": -23510.4598,
  "total_charge": 0,
  "gap_ev": [7.92, 7.92]
}

---

{
  "formula": "C4H9NO",
  "method": "ωB97M-V with the def2-TZVPD basis set",
  "symbols": ["C", "C", "N", "C", "O", "C", "H", "H", "H", "H", "H", "H", "H", "H", "H"],
  "coordinates": [[-0.66623, -1.20461, 2.28762], [-0.45767, -0.88965, 0.83744], [-0.57693, 0.27727, 0.35927], [-0.63283, 0.33946, -1.08906], [0.00411, 1.43782, -1.65053], [1.40758, 1.44170, -1.52059], [-0.24585, -0.43227, 2.93357], [-1.74355, -1.24724, 2.47988], [-0.24985, -2.17957, 2.54878], [-0.26320, -0.60259, -1.53881], [-0.24659, -1.75063, 0.18087], [-1.68885, 0.45638, -1.34353], [1.84154, 1.76162, -2.47157], [1.80102, 0.44935, -1.27074], [1.71732, 2.14297, -0.74259]],
  "atomic_forces_ev_per_a": [[0.05, 0.01, 0.06], [-0.02, 0.18, -0.01], [0.00, -0.43, 0.17], [-0.21, -0.12, -0.11], [-0.06, 0.10, -0.04], [0.29, 0.03, 0.01], [-0.03, -0.03, -0.09], [0.09, 0.00, 0.00], [0.04, 0.13, -0.01], [0.05, 0.09, 0.02], [-0.15, 0.09, -0.01], [0.05, -0.02, -0.08], [-0.05, -0.03, 0.08], [-0.06, 0.05, -0.05], [0.01, -0.06, 0.05]],
  "nbo_charge": [-0.67, 0.14, -0.43, 0.08, -0.53, -0.25, 0.24, 0.23, 0.21, 0.13, 0.14, 0.19, 0.18, 0.17, 0.18],
  "de_lowest_kcal_mol": 46.7,
  "smiles": "C/C=N/COC",
  "e_tot_ev": -7830.2963,
  "total_charge": 0,
  "gap_ev": 10.70
}